Below is a cluster of 9 separate species, C60H59N9O19S in total at a distorted geometry, with properties calculated with the ωB97M-V functional and the def2-TZVPD basis.

Properties
SMILES string = O=S1(=O)CC[C@@H](CCCCn2cccc2)CO1.O=[N+]([O-])c1ccccc1.O=[N+]([O-])c1ccccc1.O=[N+]([O-])c1ccccc1.O=[N+]([O-])c1ccccc1.O=[N+]([O-])c1ccccc1.O=[N+]([O-])c1ccccc1.O=[N+]([O-])c1ccccc1.O=[N+]([O-])c1ccccc1
calculated total energy = -4641.546558 hartree
E_LUMO = -0.71 eV
gap between HOMO and LUMO = 0.270 hartree

Geometry as XYZ:
```
148
Properties=species:S:1:pos:R:3:forces:R:3:mulliken_charge:R:1
O 0.92158 2.60411 2.28261 -1.417 -0.029 0.306 -0.705
S 1.03357 1.27660 1.77729 2.179 1.739 -0.602 1.198
O 2.40717 0.83832 1.75039 -0.257 -1.254 -0.008 -0.637
C 0.48636 1.18308 0.05340 -0.993 -1.462 0.163 -0.757
C 0.52550 -0.34117 -0.31673 -0.037 0.822 1.237 -0.792
C -0.42364 -1.03032 0.69039 -0.240 -0.409 -0.278 1.227
C -0.95417 -2.39362 0.18410 0.211 0.427 -0.630 -1.481
C -2.29434 -2.26417 -0.59382 0.500 -0.917 0.144 0.585
C -3.54470 -2.54617 0.26055 0.769 -0.035 -0.041 -1.062
C -3.75516 -1.60617 1.45512 -0.478 -0.461 -0.205 -0.393
N -4.21009 -0.26588 1.11560 -0.426 -0.247 0.251 0.444
C -5.34430 0.26964 1.66572 -0.607 -0.224 0.605 -0.460
C -5.51880 1.53199 1.20874 0.297 1.495 -0.944 -0.599
C -4.43729 1.82576 0.29096 -0.922 -0.999 1.174 -1.601
C -3.69865 0.67622 0.28004 1.394 0.705 -1.080 0.242
C 0.18435 -1.07570 2.10030 -1.102 -0.440 -0.736 -1.278
O 0.12493 0.27973 2.62642 0.722 0.332 -0.468 -0.385
H -0.56118 1.51172 0.02303 0.327 0.256 -0.023 0.398
H 1.11729 1.79564 -0.59376 0.111 0.106 0.541 0.456
H 1.55120 -0.66165 -0.10238 -0.195 -0.303 -0.594 0.437
H 0.23680 -0.52249 -1.35580 0.134 0.088 0.160 0.578
H -1.28680 -0.35381 0.77271 0.053 -0.302 0.221 -0.123
H -1.05149 -3.14971 0.97645 0.027 0.240 -0.043 0.426
H -0.21396 -2.77520 -0.53650 -0.083 -0.099 0.349 0.358
H -2.26366 -3.05069 -1.36027 -0.125 0.187 0.161 0.802
H -2.35218 -1.32902 -1.15881 0.036 -0.034 0.379 -0.795
H -3.39898 -3.55546 0.68297 -0.093 0.236 -0.055 0.452
H -4.41342 -2.62006 -0.40447 -0.024 0.341 0.319 0.371
H -2.87841 -1.59441 2.12181 -0.030 0.180 -0.358 -0.036
H -4.55914 -2.04494 2.06238 0.154 0.215 -0.092 0.464
H -5.97191 -0.28534 2.35486 0.306 -0.035 -0.103 0.446
H -6.29648 2.25021 1.44273 0.006 -0.386 0.170 0.429
H -4.26045 2.74114 -0.24840 0.063 -0.201 0.032 0.663
H -2.81455 0.55582 -0.33359 -0.160 -0.436 0.260 0.261
H -0.49600 -1.67277 2.71824 0.318 0.300 0.193 0.597
H 1.19340 -1.50136 2.13603 -0.085 0.337 0.074 0.321
O 3.05429 -1.41932 -2.04031 -0.004 -0.056 -0.081 -0.618
N 3.98380 -0.98285 -2.69220 -0.010 0.016 0.014 1.065
O 4.34387 -1.43214 -3.76339 -0.008 -0.005 0.027 -0.619
C 4.72132 0.16115 -2.14139 0.189 0.272 0.160 -0.102
C 4.35660 0.66862 -0.90428 -0.185 -0.108 0.122 -0.152
C 5.06747 1.73318 -0.37617 0.122 0.072 -0.105 -0.773
C 6.12868 2.28143 -1.08631 -0.137 -0.035 0.006 -0.276
C 6.47766 1.76883 -2.32951 -0.077 0.004 0.127 -0.711
C 5.77278 0.70206 -2.86351 0.176 -0.011 -0.219 -0.197
H 3.53358 0.24815 -0.34465 0.052 -0.053 -0.042 0.449
H 4.79448 2.13245 0.59200 -0.070 -0.065 -0.013 0.487
H 6.68579 3.10788 -0.67108 0.002 -0.006 -0.057 0.506
H 7.30299 2.20014 -2.88015 -0.009 -0.026 0.003 0.418
H 6.04885 0.30419 -3.82984 -0.124 -0.095 0.033 0.476
O 8.70297 3.77316 0.02973 0.101 0.051 0.082 -0.652
N 8.77519 3.31815 1.15791 0.059 -0.076 -0.041 1.123
O 8.81800 2.13273 1.41647 0.002 0.041 -0.031 -0.615
C 8.80649 4.26646 2.27761 0.001 0.239 0.243 0.052
C 8.72277 5.62374 2.01796 -0.032 0.195 -0.164 -0.282
C 8.73041 6.51455 3.07934 0.011 -0.098 0.097 -0.510
C 8.82583 6.04338 4.38115 0.004 0.016 0.022 -0.424
C 8.91868 4.67968 4.62628 0.008 0.126 -0.059 -0.511
C 8.90882 3.78241 3.57101 0.036 -0.212 0.171 -0.294
H 8.64951 5.99383 1.00550 0.003 -0.159 -0.030 0.462
H 8.66026 7.57746 2.89207 0.014 -0.026 -0.034 0.388
H 8.82759 6.74120 5.20861 0.025 -0.015 -0.017 0.394
H 8.99652 4.31742 5.64257 0.007 -0.028 -0.031 0.403
H 8.97898 2.72164 3.76534 -0.025 -0.005 -0.165 0.471
O -5.68653 4.43988 -2.95627 -0.029 -0.002 0.050 -0.638
N -6.29303 4.11155 -1.95496 0.076 -0.033 0.022 1.132
O -5.84023 4.15123 -0.82722 -0.061 0.293 -0.149 -0.659
C -7.66205 3.60989 -2.10859 -0.282 -0.105 -0.053 0.044
C -8.21428 3.49828 -3.37249 0.000 0.007 -0.294 -0.508
C -9.49798 2.98986 -3.50108 -0.033 -0.040 0.187 -0.370
C -10.21107 2.60289 -2.37154 0.044 0.036 -0.055 -0.721
C -9.64672 2.73191 -1.10967 0.153 0.263 -0.380 -0.123
C -8.36583 3.23990 -0.97788 -0.028 -0.041 0.245 -0.178
H -7.66029 3.79419 -4.25181 0.120 0.029 0.115 0.471
H -9.94127 2.88918 -4.48317 0.034 0.025 0.002 0.386
H -11.21008 2.19737 -2.47563 0.017 0.009 0.019 0.431
H -10.19380 2.42240 -0.23901 0.014 0.458 -0.463 0.391
H -7.92595 3.33481 0.00436 0.130 0.042 -0.098 0.372
O -3.13655 -0.06275 -3.15512 0.042 -0.067 0.012 -0.578
N -3.26291 -1.19727 -3.57341 -0.109 0.045 0.019 1.108
O -3.73396 -2.11659 -2.93129 -0.276 0.078 -0.396 -0.593
C -2.80647 -1.47715 -4.94032 0.132 -0.076 -0.300 0.093
C -2.23038 -0.45985 -5.68123 0.092 0.264 -0.018 -0.289
C -1.77906 -0.73211 -6.96274 -0.038 -0.151 -0.014 -0.555
C -1.91093 -2.01010 -7.48963 0.000 0.001 -0.011 -0.424
C -2.49993 -3.01856 -6.73810 0.053 0.135 -0.038 -0.562
C -2.95105 -2.75391 -5.45497 -0.072 -0.260 0.024 -0.261
H -2.12633 0.53576 -5.27396 -0.070 -0.075 0.131 0.469
H -1.32119 0.05204 -7.55052 -0.015 0.008 0.036 0.392
H -1.55242 -2.22132 -8.48908 -0.012 0.005 0.018 0.382
H -2.60389 -4.01261 -7.15183 -0.010 0.007 0.035 0.377
H -3.40598 -3.54151 -4.87154 0.000 0.120 0.112 0.450
O 12.72734 5.37444 5.34201 0.007 -0.045 -0.074 -0.614
N 12.95088 5.07976 4.18348 -0.083 0.164 0.054 1.087
O 12.72925 5.80252 3.23246 0.001 -0.042 0.033 -0.607
C 13.52471 3.75416 3.91431 0.110 -0.313 -0.063 0.069
C 13.75578 2.88968 4.97007 -0.014 -0.070 0.261 -0.353
C 14.27525 1.63148 4.70986 0.012 0.008 -0.151 -0.439
C 14.56083 1.25339 3.40448 0.007 -0.011 -0.002 -0.405
C 14.33280 2.13495 2.35613 0.004 -0.058 0.144 -0.479
C 13.81107 3.39368 2.60921 -0.004 0.047 -0.272 -0.294
H 13.53449 3.18102 5.98679 -0.053 0.140 -0.079 0.450
H 14.45500 0.94355 5.52516 -0.009 0.036 0.007 0.374
H 14.96148 0.26787 3.20341 -0.002 0.022 0.004 0.377
H 14.55848 1.83928 1.34039 -0.016 0.035 0.006 0.383
H 13.63170 4.07635 1.79094 -0.061 0.093 0.126 0.456
O -9.79652 0.49115 0.54381 -0.323 -0.173 0.298 -0.557
N -10.49281 1.04494 1.37783 -0.110 -0.272 0.186 1.074
O -11.40759 1.81323 1.11067 0.096 -0.443 0.224 -0.682
C -10.20949 0.77943 2.78929 0.138 0.025 0.319 -0.217
C -9.14837 -0.04343 3.11537 0.265 0.360 0.080 0.841
C -8.86478 -0.27610 4.45220 -0.072 0.226 0.108 -0.542
C -9.64336 0.30784 5.43920 0.017 0.004 -0.022 -0.549
C -10.71504 1.12603 5.09566 0.114 -0.095 -0.003 -0.523
C -11.00197 1.36624 3.76460 -0.240 0.159 0.061 -0.374
H -8.53979 -0.49538 2.35252 -0.036 0.175 -0.096 -0.114
H -8.03328 -0.91212 4.72318 -0.031 -0.028 -0.042 0.409
H -9.41574 0.12753 6.48225 -0.012 -0.003 -0.020 0.406
H -11.32215 1.57802 5.86849 -0.009 0.003 -0.036 0.388
H -11.83260 2.00453 3.49939 0.057 -0.034 -0.150 0.487
O 6.62094 -6.63521 -5.59659 0.008 0.002 0.057 -0.604
N 6.69082 -7.08048 -4.46837 0.010 -0.097 -0.117 1.007
O 6.73329 -8.26410 -4.19488 0.007 0.054 0.014 -0.607
C 6.72243 -6.12081 -3.35546 -0.005 0.227 0.255 0.093
C 6.63935 -4.76639 -3.62695 -0.027 0.198 -0.178 -0.476
C 6.64658 -3.86618 -2.57349 0.020 -0.053 0.143 -0.179
C 6.74021 -4.32528 -1.26659 0.005 0.008 0.014 -0.561
C 6.83279 -5.68712 -1.00962 -0.018 0.128 -0.083 -0.379
C 6.82352 -6.59293 -2.05818 0.013 -0.203 0.190 -0.400
H 6.56584 -4.40502 -4.64255 -0.020 -0.155 -0.025 0.448
H 6.57542 -2.80470 -2.77111 -0.012 -0.029 -0.052 0.434
H 6.73984 -3.61940 -0.44530 0.007 -0.009 -0.019 0.401
H 6.90850 -6.04268 0.00933 0.001 -0.026 -0.028 0.378
H 6.89257 -7.65197 -1.85516 -0.019 -0.006 -0.170 0.444
O -9.43035 -2.56785 2.86187 -0.084 -0.700 -0.111 -0.550
N -9.45908 -3.71622 2.44974 -0.034 0.000 0.044 0.979
O -9.82603 -4.67139 3.10046 0.005 0.047 -0.029 -0.607
C -9.00975 -3.95394 1.07075 0.133 -0.010 -0.336 -0.029
C -8.55076 -2.88804 0.31366 0.057 0.210 0.060 0.163
C -8.10562 -3.12007 -0.97765 0.004 -0.125 -0.046 -0.710
C -8.12733 -4.40687 -1.49905 -0.005 -0.015 0.008 -0.491
C -8.59981 -5.46475 -0.73226 0.049 0.148 -0.044 -0.455
C -9.04393 -5.24051 0.56095 -0.052 -0.273 0.035 -0.483
H -8.53225 -1.88407 0.71263 -0.081 -0.048 0.051 0.296
H -7.73905 -2.29689 -1.57659 -0.011 0.021 0.050 0.505
H -7.77398 -4.58641 -2.50663 -0.012 0.008 0.016 0.415
H -8.61827 -6.46565 -1.14233 -0.016 0.005 0.036 0.386
H -9.40777 -6.06607 1.15581 -0.015 0.121 0.111 0.484
```
Forces are in eV/Å.